[1]
DFT (the ωB97M-V functional and the def2-TZVPD basis) results for a molecular structure, C34H33GeN2ORu at a distorted geometry.

Geometry (Å):
Ru 0.089 0.650 0.584
C 1.043 -0.864 -2.719
C 0.427 -1.392 -1.451
C 1.222 -1.623 -0.320
C 0.681 -2.238 0.804
C -0.656 -2.628 0.825
C -1.443 -2.388 -0.287
C -0.912 -1.762 -1.408
H 0.564 0.058 -3.042
H 0.931 -1.603 -3.515
H 2.108 -0.675 -2.585
H 2.288 -1.424 -0.373
H 1.322 -2.459 1.645
H -1.066 -3.104 1.705
H -2.488 -2.675 -0.283
H -1.536 -1.577 -2.274
C -3.213 1.760 -1.629
C -1.840 1.548 -1.057
O -0.864 1.440 -1.794
N -2.533 1.706 1.300
C -2.321 1.373 2.712
C -0.859 1.392 3.073
C -0.323 2.298 3.894
C 1.143 2.242 4.243
C 1.612 0.829 4.121
C 1.042 0.032 3.221
N -0.146 0.322 2.503
H -3.255 1.326 -2.626
H -3.408 2.831 -1.716
H -4.002 1.323 -1.016
H -3.479 1.873 0.994
H -2.704 0.361 2.890
H -2.877 2.074 3.334
H -0.941 3.085 4.310
H 1.283 2.625 5.259
H 2.475 0.490 4.677
H 1.456 -0.949 3.028
C -1.582 1.440 0.388
Ge 0.645 3.023 0.647
C -0.299 4.616 1.278
C 0.574 5.662 1.604
C 0.107 6.884 2.069
C -1.255 7.092 2.223
C -2.139 6.075 1.899
C -1.663 4.855 1.432
C 1.408 3.552 -1.087
C 1.333 4.862 -1.561
C 1.927 5.234 -2.763
C 2.607 4.297 -3.523
C 2.676 2.982 -3.080
C 2.078 2.622 -1.883
C 2.111 2.763 1.907
C 2.045 3.212 3.345
C 3.393 3.294 3.990
C 4.454 2.600 3.520
C 4.360 1.902 2.288
C 3.212 2.065 1.487
H 1.645 5.526 1.497
H 0.810 7.670 2.313
H -1.625 8.041 2.590
H -3.205 6.227 2.009
H -2.378 4.082 1.188
H 0.798 5.618 -1.001
H 1.852 6.259 -3.103
H 3.073 4.582 -4.457
H 3.189 2.235 -3.673
H 2.122 1.580 -1.579
H 1.525 4.170 3.441
H 3.480 3.864 4.908
H 5.394 2.614 4.058
H 5.208 1.347 1.911
H 3.259 1.692 0.466

Its HOMO-LUMO gap (alpha / beta) is 5.8 / 6.5 eV. As for the LUMO energy (alpha / beta): -0.25 / -0.28 eV. Its spin multiplicity is 2.

[2]
DFT (the ωB97M-V functional and the def2-TZVPD basis) results for a molecular structure, C34H33IrN4O6S at a distorted geometry.

Geometry (Å):
Ir -0.094 1.936 1.292
N -0.453 3.024 3.090
C 0.690 3.961 3.356
C 0.703 4.976 2.225
C 1.305 4.457 0.870
O 1.490 5.130 -0.093
O 1.515 3.164 0.861
H -1.308 3.519 3.039
H -0.432 2.403 3.848
H 1.563 3.350 3.429
H 0.469 4.573 4.285
H 1.343 5.794 2.534
H -0.303 5.337 1.948
C 7.130 2.627 3.471
C 5.876 1.762 3.315
C 5.456 0.796 4.273
C 4.326 0.024 4.052
C 3.520 0.272 2.970
C 3.909 1.176 2.018
C 5.125 1.959 2.157
S 2.017 -0.539 2.755
O 0.909 0.527 2.718
O 1.826 -1.407 3.919
N 1.983 -1.334 1.370
C 1.310 -1.117 0.257
C 1.539 -2.084 -0.934
C 2.090 -1.462 -2.140
C 1.381 -0.547 -2.794
C 0.113 -0.071 -2.322
C -0.882 0.441 -3.183
C -2.008 1.070 -2.662
C -1.975 1.464 -1.243
N -1.062 1.095 -0.438
C -0.105 0.100 -0.845
H 7.136 3.292 2.666
H 8.077 2.103 3.371
H 7.135 3.152 4.405
H 6.090 0.645 5.152
H 4.085 -0.754 4.763
H 3.308 1.334 1.138
H 5.445 2.593 1.351
H 2.131 -2.991 -0.665
H 3.035 -1.662 -2.567
H 1.681 -0.219 -3.806
H -0.677 0.254 -4.216
H -2.909 1.314 -3.209
H -2.755 2.204 -0.926
C -3.387 -2.662 -6.015
C -3.762 -2.265 -4.644
C -5.078 -1.630 -4.476
C -5.473 -1.153 -3.264
C -4.682 -1.513 -2.143
C -3.410 -2.128 -2.239
N -2.503 -2.325 -1.268
C -2.619 -2.114 0.158
C -3.678 -2.614 0.859
C -3.615 -2.446 2.197
C -2.501 -2.036 2.914
C -1.405 -1.551 2.236
C -1.458 -1.582 0.810
C -0.198 -1.267 -0.079
O 0.063 -2.439 -0.979
O 1.188 0.331 -0.197
C -2.977 -2.503 -3.540
C -1.635 -3.094 -3.682
H -4.011 -2.159 -6.721
H -3.445 -3.729 -6.127
H -2.339 -2.460 -6.210
H -5.641 -1.513 -5.410
H -6.390 -0.596 -3.090
H -4.668 -1.197 -1.133
H -1.581 -2.468 -1.584
H -4.532 -3.023 0.318
H -4.483 -2.804 2.710
H -2.428 -1.871 4.032
H -0.546 -1.173 2.755
H -0.813 -2.424 -3.099
H -1.330 -3.152 -4.721
H -1.408 -4.084 -3.217

Its total charge is +1. Its HOMO-LUMO gap (alpha / beta) is 7.3 / 4.6 eV. As for the LUMO energy (alpha / beta): -2.80 / -6.16 eV. Its spin multiplicity is 6.

[3]
DFT (the ωB97M-V functional and the def2-TZVPD basis) results for a gas-phase ion, C34H33N4 (charge +1) at a distorted geometry.

Geometry (Å):
C -0.603 -0.236 2.484
C 0.513 0.110 3.159
C 1.482 -0.982 3.486
C 1.014 -2.229 3.928
C 1.909 -3.186 4.412
C 3.288 -2.938 4.353
C 3.775 -1.739 3.801
C 2.869 -0.775 3.358
C 0.906 1.477 3.515
C 0.473 2.573 2.763
C 0.838 3.878 3.077
C 1.721 4.099 4.145
C 2.182 3.013 4.905
C 1.738 1.721 4.620
C -1.788 0.523 1.966
C -3.070 0.063 2.673
C -4.084 0.970 3.002
C -5.249 0.530 3.647
C -5.414 -0.813 3.991
C -4.325 -1.673 3.836
C -3.137 -1.203 3.271
N -1.723 0.205 0.554
C -2.117 -1.274 0.257
C -3.227 -1.187 -0.793
C -3.510 0.295 -1.072
C -2.253 1.018 -0.667
C -2.275 2.544 -0.654
N -0.909 3.034 -0.814
C -0.380 4.193 -1.304
C 0.952 4.190 -0.901
C 2.071 5.102 -1.102
C 2.259 5.851 -2.292
C 3.442 6.563 -2.486
C 4.428 6.595 -1.488
C 4.227 5.899 -0.287
C 3.072 5.145 -0.105
N 1.169 3.039 -0.200
N 0.074 2.320 -0.204
H -0.545 -1.246 2.060
H -0.058 -2.426 3.953
H 1.523 -4.117 4.836
H 3.993 -3.692 4.717
H 4.850 -1.548 3.723
H 3.237 0.163 2.929
H -0.115 2.372 1.876
H 0.450 4.705 2.478
H 2.044 5.114 4.384
H 2.897 3.160 5.720
H 2.048 0.887 5.249
H -1.673 1.601 2.101
H -3.949 2.039 2.801
H -6.053 1.231 3.864
H -6.356 -1.188 4.400
H -4.398 -2.713 4.150
H -2.254 -1.860 3.309
H -0.718 0.310 0.300
H -2.500 -1.743 1.161
H -1.236 -1.860 -0.063
H -4.140 -1.667 -0.419
H -2.908 -1.693 -1.710
H -4.362 0.684 -0.492
H -3.689 0.490 -2.136
H -1.489 0.771 -1.425
H -2.760 2.967 0.245
H -2.819 2.906 -1.536
H -0.907 4.927 -1.885
H 1.481 5.815 -3.058
H 3.607 7.094 -3.422
H 5.349 7.162 -1.641
H 4.972 5.932 0.505
H 2.921 4.554 0.801

Its total charge is +1. Its HOMO-LUMO gap is 8.6 eV. As for the LUMO energy: -2.22 eV. Its spin multiplicity is 1. Its SMILES is C(=C(c1ccccc1)c1ccccc1)[C@H](c1ccccc1)[N@H+]1CCC[C@H]1Cn1cc(-c2ccccc2)nn1.

[4]
DFT (the ωB97M-V functional and the def2-TZVPD basis) results for a molecular structure, C34H33N7O2PtS4 at a distorted geometry.

Geometry (Å):
Pt -0.659 0.416 -0.476
O 3.696 -1.121 -0.116
S 2.371 -1.495 -0.542
O 2.042 -2.896 -0.438
N 1.226 -0.632 0.309
C 1.289 -0.642 1.655
C 2.237 -1.347 2.408
C 2.256 -1.304 3.797
C 1.324 -0.590 4.512
C 0.325 0.122 3.825
C -0.698 0.838 4.485
C -1.638 1.524 3.760
C -1.564 1.480 2.364
N -0.632 0.801 1.736
C 0.312 0.120 2.402
C 2.293 -1.022 -2.278
C 3.047 -1.820 -3.122
C 3.169 -1.487 -4.462
C 2.555 -0.345 -4.953
C 1.804 0.447 -4.105
C 1.673 0.107 -2.766
H 2.982 -1.920 1.886
H 3.022 -1.855 4.323
H 1.350 -0.556 5.591
H -0.733 0.823 5.565
H -2.426 2.089 4.237
H -2.296 1.998 1.754
H 3.527 -2.694 -2.713
H 3.752 -2.111 -5.123
H 2.657 -0.073 -5.995
H 1.315 1.334 -4.480
H 1.080 0.724 -2.109
S -4.432 0.271 -3.201
C -3.100 0.327 -2.206
S -3.197 0.951 -0.607
S -1.554 -0.238 -2.698
C -1.169 -3.177 -0.556
N -1.676 -4.488 -0.180
C -1.351 -4.733 1.217
N -1.954 -3.723 2.084
C -1.452 -2.422 1.677
N -1.758 -2.109 0.274
C -3.219 -2.188 0.115
N -3.750 -3.485 0.498
C -3.122 -4.506 -0.332
C -3.398 -3.746 1.886
H -1.425 -2.990 -1.603
H -0.082 -3.171 -0.442
H -0.265 -4.708 1.337
H -1.727 -5.717 1.508
H -0.368 -2.424 1.812
H -1.906 -1.658 2.316
H -3.476 -2.010 -0.933
H -3.689 -1.419 0.736
H -3.381 -4.325 -1.379
H -3.500 -5.488 -0.032
H -3.779 -4.730 2.175
H -3.858 -2.982 2.520
C -1.985 5.896 -0.272
C -2.432 4.828 -1.037
C -1.661 3.695 -1.175
C -0.413 3.600 -0.533
C 0.047 4.713 0.206
C -0.738 5.833 0.341
N 0.333 2.469 -0.580
C 1.695 2.596 -0.731
C 2.169 3.346 -1.826
C 3.509 3.351 -2.144
C 4.414 2.633 -1.374
C 3.970 1.949 -0.252
C 2.631 1.942 0.078
H -2.594 6.780 -0.159
H -3.386 4.887 -1.539
H -1.972 2.886 -1.819
H 1.007 4.643 0.700
H -0.386 6.662 0.938
H 1.450 3.870 -2.440
H 3.851 3.906 -3.006
H 5.460 2.633 -1.640
H 4.662 1.392 0.359
H 2.303 1.466 0.986

Its HOMO-LUMO gap (alpha / beta) is 4.6 / 4.6 eV. As for the LUMO energy (alpha / beta): -2.85 / -2.85 eV. Its spin multiplicity is 1.